No. 1
This record from the Open Molecules 2025 dataset describes 2 unconnected molecules or ions with the total composition C3H5N2O2 at a distorted geometry. The level of theory is wB97M-V/def2-TZVPD.

The geometry in XYZ format:
```
12
Properties=species:S:1:pos:R:3:lowdin_charge:R:1
C 0.642 0.686 -0.510 0.063
C -1.376 0.251 0.348 -0.063
C -0.731 -0.981 -0.288 -0.050
N 3.859 -0.711 0.050 0.096
N -0.363 1.276 0.051 0.146
O 3.309 0.254 -0.121 -0.032
O 0.568 -0.572 -0.803 0.067
H -2.341 0.598 -0.009 0.136
H -1.541 0.340 1.486 0.173
H -0.271 -1.748 0.349 0.153
H -1.379 -1.560 -0.975 0.159
H -0.376 2.166 0.423 0.152
```

* total charge: +1
* highest occupied orbital energy (spin up / spin down): -11.8 / -16.2 eV
* multiplicity: 3
* max |F|: 0.0646 hartree/bohr
* frontier orbital gap (spin up / spin down): 7.37 / 8.64 eV
* E: -10254.1120 eV

No. 2
This record from the Open Molecules 2025 dataset describes a molecular structure, C6H3I2LaO3P at a distorted geometry. The level of theory is wB97M-V/def2-TZVPD.

The geometry in XYZ format:
```
16
Properties=species:S:1:pos:R:3:lowdin_charge:R:1
O 1.882 1.311 -2.181 0.230
C 1.011 0.736 -1.620 -0.339
C -0.339 0.505 -2.113 -0.039
C -1.351 0.539 -1.291 -0.672
I -3.323 0.258 -1.829 1.183
C -1.052 0.843 0.117 -0.433
O -1.692 1.512 0.865 0.184
C 0.242 0.180 0.641 -0.291
P 0.332 -0.467 2.390 0.762
O -1.063 -0.579 3.009 -0.187
I 1.064 -2.956 2.011 0.754
C 1.251 0.135 -0.201 -0.109
H -0.457 0.323 -3.152 0.142
H -1.806 -0.389 2.410 0.127
H 2.234 -0.330 0.054 -0.132
La 3.069 -1.622 0.889 1.821
```

* total charge: +3
* highest occupied orbital energy: -18.2 eV
* multiplicity: 1
* max |F|: 0.1281 hartree/bohr
* frontier orbital gap: 3.87 eV
* E: -38725.4687 eV

No. 3
This record from the Open Molecules 2025 dataset describes a single C18H23NO3S molecule. The level of theory is wB97M-V/def2-TZVPD.

The geometry in XYZ format:
```
46
Properties=species:S:1:pos:R:3:lowdin_charge:R:1
C -5.805 -1.153 0.927 -0.111
C -4.426 -0.841 1.500 -0.254
C -3.356 -1.826 1.029 -0.209
C -2.865 -1.572 -0.404 -0.177
C -2.082 -0.296 -0.502 -0.178
C -2.598 0.867 -1.139 -0.274
C -3.936 0.876 -1.813 -0.023
N -1.929 1.987 -1.219 0.155
C -0.718 2.095 -0.652 -0.223
C -0.038 3.330 -0.722 0.001
C 1.189 3.478 -0.151 0.009
C 1.798 2.407 0.543 -0.263
O 3.010 2.691 1.087 -0.075
C 3.702 1.664 1.758 -0.075
C 1.158 1.194 0.627 0.005
C -0.095 1.007 0.014 -0.160
C -0.810 -0.215 0.021 -0.375
S -0.033 -1.676 0.707 0.985
C 1.385 -1.840 -0.452 -0.417
C 2.629 -2.315 0.296 -0.163
C 3.809 -2.232 -0.641 -0.544
O 4.145 -3.075 -1.425 0.119
O 4.441 -1.055 -0.527 0.100
H -6.141 -2.131 1.268 0.073
H -5.793 -1.162 -0.160 0.057
H -6.530 -0.411 1.254 0.071
H -4.487 -0.885 2.589 0.107
H -4.128 0.175 1.231 0.102
H -2.496 -1.769 1.700 0.075
H -3.754 -2.841 1.089 0.115
H -2.210 -2.402 -0.682 0.097
H -3.710 -1.562 -1.088 0.099
H -4.734 0.684 -1.100 0.065
H -4.088 1.855 -2.258 0.080
H -3.980 0.121 -2.596 0.085
H -0.523 4.143 -1.237 0.114
H 1.725 4.413 -0.195 0.118
H 4.638 2.109 2.092 0.095
H 3.143 1.308 2.630 0.100
H 3.917 0.825 1.089 0.075
H 1.582 0.377 1.188 0.077
H 1.103 -2.561 -1.219 0.090
H 1.547 -0.865 -0.909 0.085
H 2.492 -3.346 0.622 0.127
H 2.814 -1.679 1.162 0.105
H 5.176 -0.998 -1.159 0.136
```

* highest occupied orbital energy: -8.2 eV
* multiplicity: 1
* max |F|: 0.0164 hartree/bohr
* SMILES string: CCCCc1c(C)nc2ccc(OC)cc2c1SCCC(=O)O
* frontier orbital gap: 8.47 eV
* E: -37508.0323 eV

No. 4
This record from the Open Molecules 2025 dataset describes a single C3H5NS4 molecule at a distorted geometry. The level of theory is wB97M-V/def2-TZVPD.

The geometry in XYZ format:
```
13
Properties=species:S:1:pos:R:3:lowdin_charge:R:1
S -1.689 -2.165 0.392 0.684
C -1.419 -0.606 0.042 -1.087
S -2.719 0.619 0.178 0.747
C -0.038 0.021 -0.351 -0.585
C 1.195 -0.887 -0.274 -0.549
S 1.705 -1.113 1.470 0.713
N 0.011 1.255 -0.528 -0.363
S 1.444 2.062 -0.920 0.789
H -3.587 -0.199 0.724 -0.155
H 1.963 -0.536 -0.961 0.046
H 0.899 -1.851 -0.639 0.034
H 1.337 0.107 1.846 -0.143
H 0.899 3.291 -0.978 -0.131
```

* highest occupied orbital energy: -8.8 eV
* multiplicity: 1
* max |F|: 0.0499 hartree/bohr
* SMILES string: S=C(S)/C(CS)=N/S
* frontier orbital gap: 7.85 eV
* E: -48021.7222 eV

No. 5
This record from the Open Molecules 2025 dataset describes a molecular structure, C3H2O3. The level of theory is wB97M-V/def2-TZVPD.

The geometry in XYZ format:
```
8
Properties=species:S:1:pos:R:3:lowdin_charge:R:1
O -1.820 0.265 1.060 0.049
C -0.564 0.529 0.906 -0.055
C 0.068 0.434 -0.452 -0.344
O -0.042 1.322 -1.267 0.124
C 0.971 -0.771 -0.691 -0.161
O 1.083 -1.640 0.136 0.094
H -1.181 0.641 1.980 0.158
H 1.485 -0.779 -1.672 0.135
```

* highest occupied orbital energy: -9.3 eV
* multiplicity: 1
* max |F|: 0.0118 hartree/bohr
* frontier orbital gap: 8.15 eV
* E: -9280.4559 eV

No. 6
This record from the Open Molecules 2025 dataset describes 11 unconnected molecules or ions with the total composition C34H90O11 at a distorted geometry. The level of theory is wB97M-V/def2-TZVPD.

The geometry in XYZ format:
```
135
Properties=species:S:1:pos:R:3:lowdin_charge:R:1
C -9.400 1.281 8.801 -0.061
C -8.737 1.135 7.434 -0.441
C -7.404 0.307 7.529 -0.059
O -9.693 0.486 6.529 -0.080
H -10.489 1.246 8.766 0.082
H -8.979 2.067 9.428 0.077
H -9.025 0.450 9.399 0.067
H -8.607 2.107 6.957 0.123
H -6.788 0.470 6.644 0.066
H -7.578 -0.744 7.759 0.082
H -6.755 0.759 8.279 0.071
H -9.228 0.255 5.721 0.073
C 4.034 -4.397 -0.573 -0.060
C 4.696 -3.541 0.423 -0.555
C 5.587 -2.436 -0.102 -0.052
O 3.809 -2.927 1.309 -0.044
H 3.519 -3.773 -1.302 0.085
H 3.182 -4.823 -0.042 0.079
H 4.601 -5.184 -1.070 0.088
H 5.274 -4.195 1.077 0.134
H 5.151 -1.784 -0.858 0.081
H 6.487 -2.832 -0.572 0.078
H 5.951 -1.800 0.704 0.079
H 3.629 -3.609 1.960 0.090
C 1.813 -2.174 -9.332 -0.079
C 2.017 -0.912 -8.560 -0.513
C 2.291 -1.265 -7.071 -0.058
O 3.156 -0.271 -9.066 -0.042
H 1.915 -2.021 -10.406 0.082
H 0.826 -2.634 -9.382 0.080
H 2.553 -2.887 -8.968 0.080
H 1.139 -0.268 -8.621 0.139
H 1.447 -1.838 -6.686 0.080
H 2.551 -0.397 -6.465 0.079
H 3.134 -1.953 -7.022 0.070
H 3.858 -0.855 -8.771 0.082
C 0.290 -5.293 5.962 -0.069
C 0.636 -6.619 5.374 -0.512
C -0.398 -7.105 4.300 -0.045
O 1.911 -6.486 4.788 -0.056
H -0.657 -5.306 6.500 0.081
H 0.254 -4.425 5.303 0.085
H 1.030 -5.045 6.723 0.080
H 0.736 -7.424 6.101 0.131
H -0.451 -6.339 3.526 0.081
H -1.276 -7.443 4.851 0.080
H 0.031 -7.950 3.763 0.065
H 2.024 -7.291 4.278 0.079
C 8.726 2.804 9.064 -0.075
C 7.630 1.664 9.124 -0.255
O 6.842 1.968 8.007 -0.161
C 6.013 0.967 7.503 -0.306
C 4.593 1.245 7.919 -0.082
H 9.347 2.739 8.170 0.067
H 8.239 3.779 9.051 0.068
H 9.466 2.775 9.864 0.063
H 8.255 0.776 9.033 0.112
H 7.090 1.750 10.067 0.114
H 6.003 0.912 6.414 0.111
H 6.312 -0.043 7.785 0.117
H 3.952 0.496 7.454 0.074
H 4.226 2.257 7.746 0.081
H 4.597 1.035 8.988 0.071
C -1.244 9.065 -7.162 -0.066
C -0.240 8.150 -6.415 -0.310
O -0.676 6.859 -6.584 -0.151
C 0.209 5.862 -6.150 -0.270
C 0.585 5.915 -4.643 -0.078
H -0.858 10.070 -7.333 0.065
H -1.315 8.796 -8.216 0.070
H -2.225 9.101 -6.687 0.073
H 0.745 8.318 -6.850 0.118
H -0.152 8.446 -5.370 0.110
H -0.357 4.944 -6.303 0.116
H 1.138 5.778 -6.715 0.112
H 1.190 6.764 -4.323 0.066
H 1.103 4.980 -4.433 0.071
H -0.357 5.897 -4.095 0.075
C 9.938 7.105 -0.791 -0.081
C 9.499 5.910 0.041 -0.244
O 8.197 6.242 0.629 -0.188
C 7.545 5.309 1.486 -0.266
C 6.184 4.896 0.902 -0.085
H 10.062 8.065 -0.289 0.081
H 10.804 6.829 -1.393 0.071
H 9.203 7.150 -1.594 0.072
H 9.472 4.948 -0.471 0.117
H 10.152 5.870 0.913 0.108
H 8.146 4.401 1.542 0.106
H 7.417 5.695 2.497 0.111
H 6.173 4.134 0.122 0.067
H 5.619 5.743 0.514 0.069
H 5.474 4.493 1.624 0.064
C -4.745 -5.194 -4.935 -0.089
C -6.232 -5.307 -5.250 -0.243
O -6.569 -4.997 -6.613 -0.169
C -6.673 -5.939 -7.629 -0.277
C -5.310 -6.627 -7.793 -0.087
H -4.390 -5.469 -3.942 0.075
H -4.136 -5.687 -5.692 0.050
H -4.464 -4.141 -4.955 0.073
H -6.546 -6.333 -5.062 0.112
H -6.704 -4.621 -4.546 0.114
H -7.430 -6.691 -7.407 0.113
H -6.896 -5.404 -8.552 0.118
H -4.503 -5.894 -7.779 0.071
H -5.160 -7.187 -8.716 0.072
H -5.197 -7.264 -6.916 0.067
C -6.141 -4.297 3.218 -0.096
C -6.961 -5.563 3.201 -0.368
O -7.715 -5.653 4.339 -0.066
H -6.758 -3.415 3.386 0.077
H -5.461 -4.152 2.379 0.070
H -5.420 -4.350 4.035 0.066
H -6.383 -6.487 3.188 0.112
H -7.583 -5.503 2.308 0.113
H -7.211 -5.957 5.098 0.092
C -0.770 0.470 2.146 -0.086
C -0.686 0.090 0.674 -0.324
O 0.608 0.284 0.096 -0.089
H 0.089 0.154 2.738 0.072
H -1.681 0.128 2.636 0.069
H -0.895 1.552 2.116 0.072
H -1.469 0.616 0.127 0.108
H -0.857 -0.953 0.408 0.101
H 1.220 -0.300 0.550 0.074
C -5.638 3.626 -4.347 -0.084
C -6.951 4.319 -4.765 -0.334
O -7.801 3.402 -5.418 -0.077
H -4.984 3.498 -5.209 0.064
H -5.764 2.627 -3.929 0.076
H -5.100 4.301 -3.681 0.068
H -6.875 5.195 -5.408 0.105
H -7.399 4.802 -3.897 0.104
H -7.247 3.144 -6.157 0.078
```

* highest occupied orbital energy: -9.5 eV
* multiplicity: 1
* max |F|: 0.0654 hartree/bohr
* SMILES string: CC(C)O.CC(C)O.CC(C)O.CC(C)O.CCOCC.CCOCC.CCOCC.CCOCC.CCO.CCO.CCO
* frontier orbital gap: 9.69 eV
* E: -59233.0182 eV